No. 1
C27H58EuNP3 as an isolated structure at a distorted geometry, computed with ωB97M-V/def2-TZVPD.

```
90
C27H58EuNP3, DFT ωB97M-V/def2-TZVPD
P 0.2839 -1.9301 -4.1646
P 1.0823 1.3969 -2.5207
C 0.8217 -0.2780 -4.8700
C 1.7707 0.6414 -4.0768
H -0.1189 0.2452 -5.1044
H 1.3505 -0.5547 -5.7904
H 2.7223 0.1180 -3.8248
H 2.0154 1.5292 -4.6849
C -0.2788 2.4668 -3.0764
H -0.6680 3.0358 -2.2212
H -1.0772 1.8085 -3.4459
H 0.0700 3.1401 -3.8817
C 2.4205 2.6076 -2.1241
H 2.5222 3.2390 -3.0233
H 3.4155 2.1713 -1.9025
H 2.1403 3.2723 -1.2805
C -0.5092 -2.6420 -5.7510
H -0.8058 -3.6977 -5.5756
H 0.2220 -2.6322 -6.5824
H -1.4242 -2.1077 -6.0758
C 1.7363 -3.0454 -4.3254
H 2.6390 -2.4410 -4.2275
H 1.7331 -3.5422 -5.3016
H 1.6999 -3.8029 -3.5409
Eu 1.0465 0.4796 -0.1705
C -2.6767 -0.3978 -3.4109
C -3.2219 -1.0574 -4.4435
C -4.1240 -2.2783 -4.3736
C -3.7859 -3.3676 -3.3142
C -2.3950 -3.9089 -3.3330
C -1.3159 -3.2317 -2.8978
C -1.3091 -2.0494 -1.8601
C -2.3221 -0.9119 -2.0328
C 2.1199 -1.5990 0.2420
H -2.7072 0.6889 -3.3937
H -3.1614 -0.6794 -5.4442
H -4.1798 -2.6774 -5.4067
H -5.1731 -1.9821 -4.1966
H -4.1007 -3.0452 -2.3144
H -4.4542 -4.2208 -3.5732
H -2.3076 -4.9516 -3.6706
H -0.3960 -3.8456 -2.8469
H -0.2707 -1.6181 -1.8285
H -1.5225 -2.4633 -0.8540
H -3.1822 -1.1483 -1.3865
H -1.9166 -0.0208 -1.5030
H 3.0179 -1.5570 0.8594
H 2.2900 -2.0102 -0.7433
H 1.2732 -2.0727 0.8057
C 0.6330 -1.6992 3.8151
C 1.2240 -0.3521 4.2624
C 1.0111 -0.1937 5.7690
C 2.7277 -0.4297 3.9755
P 0.4798 1.0675 3.2607
N 0.3140 0.5727 1.7792
C -1.2634 1.4087 3.8134
C -1.3409 2.2882 5.0616
C -2.0395 2.0740 2.6646
C -1.9955 0.0855 4.0765
C 1.5793 2.6512 3.3064
C 2.1143 2.9028 4.7299
C 2.7697 2.4690 2.3365
C 0.7693 3.8659 2.8312
H 1.2717 -2.5045 4.2099
H 0.6250 -1.7530 2.7229
H -0.3774 -1.8826 4.1862
H 1.5081 -1.0370 6.2705
H 1.4652 0.7193 6.1691
H -0.0399 -0.2341 6.0658
H 2.9197 -0.6228 2.9120
H 3.2745 0.4604 4.2970
H 3.1410 -1.2798 4.5433
H -1.0269 3.3197 4.8698
H -2.3933 2.3451 5.3843
H -0.7685 1.8793 5.9030
H -1.8466 1.5110 1.7444
H -3.1171 2.0166 2.8856
H -1.7737 3.1207 2.5024
H -1.9339 -0.5701 3.2001
H -1.6375 -0.4402 4.9666
H -3.0634 0.3044 4.2483
H 2.8180 2.1388 5.0756
H 2.6742 3.8515 4.7576
H 1.3232 2.9930 5.4819
H 2.4721 2.5556 1.2793
H 3.5228 3.2415 2.5427
H 3.2531 1.4996 2.4577
H 0.3254 3.6904 1.8429
H -0.0250 4.1566 3.5232
H 1.4379 4.7375 2.7393
```

Properties
⟨S²⟩   15.764
Spin multiplicity   8
E   -77618.348 eV
Maximum force   3.00 eV Å⁻¹
LUMO (alpha / beta)   0.390 / 0.348 eV
Frontier orbital gap (alpha / beta)   6.2 / 6.5 eV

No. 2
A 2-piece molecular cluster, C2H2N2OS overall at a distorted geometry, computed with ωB97M-V/def2-TZVPD.

```
8
C2H2N2OS, DFT ωB97M-V/def2-TZVPD
C 0.5464 0.9925 -0.0362
C -1.8664 -1.2634 2.2536
N 0.2843 -1.3137 -0.4821
N 0.3153 -0.1587 -0.1105
O -2.7604 -1.7012 1.6671
S -0.6769 -0.6886 3.0429
H 0.7084 1.7651 0.6561
H -0.6302 -1.7361 -0.5854
```

Properties
Spin multiplicity   1
E   -17966.423 eV
Maximum force   2.14 eV Å⁻¹
LUMO   0.572 eV
Frontier orbital gap   9.5 eV

No. 3
A 5-piece molecular cluster, C32H69NO18 overall at a distorted geometry, computed with ωB97M-V/def2-TZVPD.

```
120
C32H69NO18, DFT ωB97M-V/def2-TZVPD
C -5.7450 -8.0431 2.4231
N -4.9963 -9.2979 2.2374
C -5.5677 -10.2258 1.2561
C -3.6218 -9.0418 2.0017
O -2.7506 -9.3090 2.8136
C -3.1557 -8.3909 0.7022
O -4.2251 -8.0804 -0.1879
C -4.2317 -6.8011 -0.6289
O -5.1618 -6.0595 -0.4493
O -3.1427 -6.5415 -1.3731
C -2.6987 -5.1871 -1.3782
C -1.3911 -4.9458 -0.5886
C -0.6578 -6.1833 -0.1693
O -0.2301 -7.0244 -0.9247
O -0.5015 -6.2550 1.1786
H -6.1678 -8.0316 3.4236
H -6.5494 -7.9308 1.7090
H -5.0838 -7.1837 2.3718
H -5.5912 -11.2302 1.6718
H -6.5934 -9.9645 1.0406
H -4.9960 -10.2868 0.3356
H -2.5730 -7.5245 0.9849
H -2.4813 -9.0944 0.2232
H -3.4600 -4.5074 -1.0220
H -2.5223 -4.9297 -2.4135
H -0.7340 -4.3586 -1.2175
H -1.6131 -4.3114 0.2592
H 0.2917 -6.7671 1.3684
C -2.2997 0.7248 -1.6357
O -1.0694 0.2818 -1.1055
C -0.1076 1.3129 -0.9525
C 0.7122 1.1464 0.3091
O 0.0183 1.4211 1.5208
C -0.9975 0.5144 1.9214
C -0.5057 -0.8339 2.4012
O -0.0218 -1.6292 1.3308
C 1.1223 -2.3907 1.6515
H -2.2182 0.9282 -2.7092
H -3.0294 -0.0691 -1.4830
H -2.6548 1.6252 -1.1233
H -0.5942 2.2942 -0.9350
H 0.5726 1.2763 -1.8132
H 1.5095 1.8890 0.2651
H 1.1915 0.1674 0.3442
H -1.7593 0.4023 1.1494
H -1.4778 0.9981 2.7754
H -1.3461 -1.3610 2.8707
H 0.2749 -0.6842 3.1546
H 1.8757 -1.7876 2.1688
H 1.5481 -2.7481 0.7142
H 0.8509 -3.2524 2.2721
C 1.7270 -10.1170 0.7829
O 1.1602 -11.4046 0.8123
C -0.1885 -11.4289 1.2550
C -1.0230 -12.4135 0.4684
O -1.3260 -12.0138 -0.8594
C -0.2966 -12.0205 -1.8350
C 0.1416 -13.3943 -2.2924
O 0.8900 -14.0687 -1.2949
C 0.6111 -15.4478 -1.2048
H 1.9560 -9.7599 1.7950
H 2.6533 -10.1765 0.2133
H 1.0603 -9.4027 0.2828
H -0.6423 -10.4351 1.1742
H -0.1973 -11.7268 2.3104
H -1.9944 -12.4717 0.9661
H -0.5869 -13.4132 0.4986
H 0.5578 -11.4196 -1.5205
H -0.7360 -11.5224 -2.7026
H 0.7769 -13.2774 -3.1799
H -0.7432 -13.9764 -2.5723
H -0.4677 -15.6374 -1.1900
H 1.0383 -15.8083 -0.2702
H 1.0648 -15.9990 -2.0361
C 3.2075 9.6688 -0.3924
O 3.0129 8.2729 -0.4782
C 4.1127 7.5733 -1.0315
C 4.3409 6.2460 -0.3419
O 4.8770 6.3334 0.9678
C 4.0479 6.7985 2.0203
C 2.9760 5.8280 2.4660
O 1.9378 5.7141 1.5089
C 1.4486 4.3993 1.3512
H 3.1200 10.1395 -1.3774
H 2.4334 10.0732 0.2574
H 4.1840 9.9100 0.0412
H 5.0268 8.1730 -0.9628
H 3.9020 7.3807 -2.0920
H 5.1052 5.7175 -0.9172
H 3.4390 5.6319 -0.3649
H 3.6222 7.7769 1.7929
H 4.7260 6.9320 2.8669
H 2.5418 6.1975 3.4042
H 3.4358 4.8520 2.6566
H 2.2698 3.6826 1.2444
H 0.8499 4.3781 0.4407
H 0.8164 4.1084 2.1949
C 1.8516 17.1679 0.1686
O 1.6748 16.4250 -1.0167
C 2.8225 15.6952 -1.4142
C 2.4608 14.3423 -1.9870
O 2.0128 13.3859 -1.0396
C 0.7364 13.5594 -0.4445
C -0.4402 13.3188 -1.3650
O -0.5896 14.3599 -2.3151
C -0.9675 13.9131 -3.5982
H 2.4634 18.0593 -0.0099
H 0.8664 17.4809 0.5106
H 2.3161 16.5623 0.9546
H 3.5035 15.5542 -0.5678
H 3.3456 16.2702 -2.1894
H 3.3800 13.9147 -2.3951
H 1.7591 14.4418 -2.8164
H 0.6553 14.5267 0.0532
H 0.6900 12.7944 0.3348
H -1.3523 13.2747 -0.7559
H -0.3097 12.3532 -1.8656
H -0.3541 13.0657 -3.9233
H -0.8124 14.7385 -4.2914
H -2.0246 13.6258 -3.6223
```

Properties
Structure (SMILES)   CN(C)C(=O)COC(=O)OCCC(=O)O.COCCOCCOC.COCCOCCOC.COCCOCCOC.COCCOCCOC
Spin multiplicity   1
E   -72639.887 eV
Maximum force   1.58 eV Å⁻¹
LUMO   0.370 eV
Frontier orbital gap   9.3 eV

No. 4
A 2-piece molecular cluster, C11H9Cl overall at a distorted geometry, computed with ωB97M-V/def2-TZVPD.

```
21
C11H9Cl, DFT ωB97M-V/def2-TZVPD
C -0.9821 1.9763 1.7729
C -0.8126 2.7097 0.5637
C -1.0075 0.5928 1.7849
C -0.5742 2.0050 -0.6061
C -0.6458 -0.1103 0.6353
C -0.6566 0.6325 -0.5826
C 2.5306 -1.2005 -1.0098
C 3.1723 -2.0924 -0.4971
C -0.6193 -1.5012 0.2317
C -0.4399 -0.2922 -1.6742
C -0.5065 -1.5483 -1.2326
Cl 4.1192 -3.2948 0.1920
H -1.2410 2.4102 2.8447
H -0.7719 3.7646 0.5827
H -1.0962 0.2238 2.8370
H -0.4173 2.7022 -1.5039
H 1.6907 -0.7300 -1.2557
H 0.3828 -1.8607 0.6574
H -1.3663 -2.1799 0.7037
H -0.1983 0.1920 -2.6335
H -0.5601 -2.3990 -1.8105
```

Properties
⟨S²⟩   2.031
Spin multiplicity   3
E   -24067.611 eV
Maximum force   8.82 eV Å⁻¹
LUMO (alpha / beta)   0.763 / -2.474 eV
Frontier orbital gap (alpha / beta)   5.6 / 6.7 eV

No. 5
A 4-piece molecular cluster, C2H13NO3 overall at a distorted geometry, computed with ωB97M-V/def2-TZVPD.

```
19
C2H13NO3, DFT ωB97M-V/def2-TZVPD
C 1.3355 1.9756 0.6241
N 0.2488 1.5263 1.7297
C 0.3654 0.0519 2.0422
H 2.2851 1.3927 0.7268
H 1.5084 3.0560 0.8115
H 1.0595 1.9122 -0.4062
H 0.2393 2.2142 2.5410
H 1.3169 -0.2308 2.6631
H -0.5973 -0.2910 2.4711
H 0.5589 -0.4701 1.0739
O -1.2198 -2.0245 -1.6780
H -1.5209 -1.5836 -2.4488
H -1.8996 -1.6699 -1.0394
O -2.4007 0.2901 0.0109
H -1.4553 0.4777 0.0787
H -2.6456 0.3539 0.9083
O 0.9216 -2.1033 -3.7423
H 1.4196 -2.9218 -3.4608
H 0.4803 -1.9556 -2.9059
```

Properties
Structure (SMILES)   CNC.O.O.O
Spin multiplicity   1
E   -9916.279 eV
Maximum force   3.26 eV Å⁻¹
LUMO   0.671 eV
Frontier orbital gap   9.9 eV

No. 6
A 2-piece molecular cluster, C2H4ClPS overall at a distorted geometry, computed with ωB97M-V/def2-TZVPD.

```
9
C2H4ClPS, DFT ωB97M-V/def2-TZVPD
C -0.6598 -0.8775 -1.6736
C -1.4644 -0.1095 -2.3001
P 1.4967 0.1501 1.3066
S -0.0583 1.1207 0.3796
Cl -2.8243 -0.6049 -3.3461
H -0.6511 -1.9874 -1.4807
H -1.2933 1.0204 -2.2166
H 1.3095 1.2295 2.1994
H 0.6473 -0.5881 2.2035
```

Properties
Spin multiplicity   1
E   -34780.567 eV
Maximum force   3.43 eV Å⁻¹
LUMO (alpha / beta)   -1.306 / -1.942 eV
Frontier orbital gap (alpha / beta)   7.9 / 7.0 eV